An isolated molecule of C5H7NO at a distorted geometry, computed with ωB97M-V/def2-TZVPD.

Computed properties:
* max |F|: 0.0198 hartree/bohr
* LUMO energy: 0.86 eV
* HOMO: -0.33536 Ha
* ΔE to the lowest compared entry with this formula, charge and spin: 41.57 kcal/mol
* calculated total energy: -8834.4001 eV
* orbital gap: 0.3669 hartree

Structure (XYZ):
```
14
Properties=species:S:1:pos:R:3:lowdin_charge:R:1
C 0.49 -2.22 0.28 0.03
C -0.39 -1.29 0.42 -0.09
C -1.29 -0.36 0.64 -0.14
N -0.84 0.96 0.81 0.05
C 0.39 1.32 0.24 -0.53
C 0.49 1.06 -1.25 -0.01
O 1.20 1.97 0.86 0.07
H 0.91 -2.48 -0.68 0.06
H 0.83 -2.82 1.12 0.06
H -2.36 -0.53 0.68 0.11
H -1.03 1.38 1.71 0.14
H 1.33 0.39 -1.44 0.09
H 0.70 2.01 -1.74 0.09
H -0.42 0.62 -1.65 0.08
```

=====

A structure of composition C36H36Li2O16S at a distorted geometry, computed with ωB97M-V/def2-TZVPD.

Computed properties:
* max |F|: 0.2342 hartree/bohr
* LUMO energy: -1.55 eV
* HOMO: -0.25407 Ha
* ΔE to the lowest compared entry with this formula, charge and spin: 46.45 kcal/mol
* calculated total energy: -81913.7393 eV
* orbital gap: 0.1970 hartree

Structure (XYZ):
```
91
Properties=species:S:1:pos:R:3:lowdin_charge:R:1
Li -1.98 2.59 2.30 0.79
Li 0.67 3.34 -2.30 0.85
S -0.35 1.41 0.06 0.26
O 0.64 1.21 1.16 -0.31
O -0.36 0.17 -0.66 -0.31
O -1.59 1.70 0.68 -0.37
O -0.09 2.47 -0.81 -0.37
C -3.23 -4.32 -2.32 -0.04
C -3.34 -3.22 -1.65 -0.04
C -2.47 -2.08 -1.93 -0.34
C -1.50 -2.24 -2.99 0.01
C -1.37 -3.48 -3.68 -0.03
C -2.26 -4.50 -3.39 -0.29
O -1.98 -5.74 -3.83 0.05
O -2.59 -1.01 -1.15 -0.03
H -3.82 -5.18 -2.06 0.12
H -4.13 -3.08 -0.99 0.10
H -0.71 -1.28 -3.22 0.15
H -0.57 -3.43 -4.23 0.04
H -1.13 -5.66 -4.20 0.08
H -1.62 -0.57 -0.96 0.08
C 2.30 0.17 -4.81 -0.04
C 3.09 -0.71 -5.62 -0.02
C 3.36 -2.06 -5.26 -0.35
C 2.91 -2.49 -4.04 -0.01
C 2.07 -1.64 -3.23 0.02
C 1.76 -0.27 -3.60 -0.31
O 1.07 0.61 -2.81 0.04
O 4.12 -2.88 -6.07 0.04
H 2.12 1.19 -5.20 0.10
H 3.20 -0.04 -6.60 0.14
H 3.21 -3.59 -3.87 0.15
H 1.80 -1.93 -2.20 0.11
H 0.71 0.10 -2.19 -0.03
H 4.50 -2.28 -6.73 0.10
C -0.27 -3.20 0.37 0.00
C -0.58 -4.56 0.22 0.00
C 0.36 -5.51 0.22 -0.36
C 1.68 -5.15 0.21 0.01
C 1.96 -3.72 0.38 -0.01
C 0.99 -2.78 0.43 -0.35
O 1.37 -1.44 0.46 0.06
O 0.01 -6.86 0.22 0.04
H -1.10 -2.44 0.49 0.15
H -1.52 -4.90 0.20 0.08
H 2.67 -5.90 0.04 0.17
H 2.97 -3.44 0.35 0.09
H 0.67 -0.99 0.20 -0.05
H 0.59 -7.46 0.65 0.07
C -2.56 6.35 -0.38 -0.07
C -3.60 7.05 -1.03 0.02
C -4.83 6.22 -1.32 -0.28
C -4.92 4.87 -0.89 0.03
C -3.75 4.34 -0.26 0.02
C -2.51 5.03 -0.18 -0.41
O -1.47 4.50 0.45 0.01
O -5.86 6.76 -1.98 0.09
H -1.65 6.92 -0.09 0.13
H -3.69 8.24 -1.39 0.17
H -5.55 4.16 -0.80 0.04
H -3.77 3.25 -0.18 0.11
H -1.37 3.62 0.03 0.04
H -5.74 7.50 -2.44 0.03
C 4.45 3.77 4.25 -0.08
C 3.80 2.58 4.31 -0.01
C 2.98 2.16 3.22 -0.29
C 2.70 2.98 2.07 0.06
C 3.54 4.26 2.07 0.05
C 4.35 4.59 3.18 -0.36
O 5.03 5.76 3.10 0.06
O 2.43 0.96 3.19 0.12
H 5.16 3.96 5.02 0.11
H 4.01 1.81 5.25 0.18
H 2.43 2.74 1.18 0.01
H 3.62 4.84 1.11 0.11
H 5.41 6.17 3.81 0.06
H 1.98 0.96 2.51 -0.08
C 0.12 -1.08 3.54 0.03
C -0.26 -2.42 3.87 0.03
C -1.33 -2.59 4.82 -0.32
C -2.07 -1.45 5.34 0.02
C -1.74 -0.19 4.78 -0.02
C -0.74 -0.05 3.88 -0.37
O -0.40 1.16 3.47 0.01
O -1.61 -3.85 5.24 -0.01
H 0.83 -0.95 2.83 0.06
H 0.32 -3.24 3.56 0.09
H -2.78 -1.81 6.11 0.12
H -2.06 0.62 5.32 0.08
H 0.08 1.21 2.66 -0.01
H -1.19 -4.60 4.67 0.17
```

=====

An isolated molecule of C3H6O at a distorted geometry, computed with ωB97M-V/def2-TZVPD.

Computed properties:
* max |F|: 0.0765 hartree/bohr
* LUMO energy: 0.99 eV
* HOMO: -0.35688 Ha
* ΔE to the lowest compared entry with this formula, charge and spin: 25.28 kcal/mol
* calculated total energy: -5254.5981 eV
* orbital gap: 0.3931 hartree

Structure (XYZ):
```
10
Properties=species:S:1:pos:R:3:lowdin_charge:R:1
C -0.87 -0.84 -0.96 -0.15
C -0.32 -0.73 0.41 -0.27
C 0.49 0.55 0.70 -0.30
O 0.98 1.27 -0.10 0.05
H -1.95 -0.18 -1.04 0.15
H -0.21 -0.59 -1.83 0.09
H -1.28 -1.86 -0.93 0.06
H 0.34 -1.57 0.69 0.12
H -1.19 -0.64 1.15 0.13
H 0.70 0.78 1.82 0.13
```